Record 1
A 2-piece molecular cluster, C3H12N2O2 overall, computed with the ωB97M-V functional and the def2-TZVPD basis.

```
19
C3H12N2O2, DFT the ωB97M-V functional and the def2-TZVPD basis
N -0.772 1.628 1.962
C -0.788 0.182 1.985
C -0.757 -0.554 0.478
N -0.115 0.383 -0.464
C -0.451 0.395 -1.835
O 0.369 1.224 -2.603
H -1.704 2.007 1.637
H -0.387 2.119 2.730
H -1.614 -0.190 2.572
H 0.086 -0.201 2.512
H -0.097 -1.455 0.338
H -1.717 -0.753 -0.038
H 0.456 1.198 -0.251
H -0.569 -0.570 -2.272
H -1.473 0.717 -2.103
H 1.026 0.752 -3.084
O 3.139 -2.067 -0.425
H 2.294 -1.742 -0.705
H 3.074 -3.074 -0.432
```

Computed properties:
ΔE to the lowest compared entry with this formula, charge and spin: 262.6 kJ/mol
highest occupied orbital energy: -7.952 eV
energy: -381.41489 hartree
LUMO energy: 0.74 eV
Kohn-Sham gap: 8.689 eV
2S+1: 1
net charge: 0
structure (SMILES): NCCNCO.O

What are the Löwdin partial charges on each atom? They are as follows, in elementary charge units: N -0.03; C -0.23; C -0.14; N -0.11; C -0.38; O -0.02; H 0.10; H 0.05; H 0.08; H 0.10; H 0.10; H 0.10; H 0.12; H 0.10; H 0.12; H 0.07; O -0.08; H -0.01; H 0.07

***

Record 2
One molecule with the formula C4H7FN2S, computed with the ωB97M-V functional and the def2-TZVPD basis.

```
15
C4H7FN2S, DFT the ωB97M-V functional and the def2-TZVPD basis
N 0.797 -1.476 0.730
C 1.167 -0.160 0.427
C 1.404 0.221 -1.018
F 1.296 -0.741 -1.963
C 0.141 0.701 -0.359
C -1.162 0.198 -0.835
N -2.280 0.281 -0.200
S -2.397 1.203 1.240
H 1.569 -2.094 0.663
H 0.429 -1.570 1.657
H 1.742 0.415 1.156
H 2.210 0.918 -1.256
H 0.009 1.729 -0.010
H -1.288 -0.402 -1.716
H -3.636 0.776 1.484
```

Computed properties:
ΔE to the lowest compared entry with this formula, charge and spin: 217.3 kJ/mol
highest occupied orbital energy: -8.776 eV
energy: -764.10240 hartree
LUMO energy: 0.77 eV
Kohn-Sham gap: 9.545 eV
2S+1: 1
net charge: 0
structure (SMILES): N[C@H]1[C@@H](F)[C@H]1/C=N\S

What are the Löwdin partial charges on each atom? They are as follows, in elementary charge units: N 0.07; C -0.27; C -0.25; F 0.03; C -0.20; C -0.25; N -0.36; S 0.70; H 0.07; H 0.08; H 0.14; H 0.15; H 0.12; H 0.11; H -0.16

***

Record 3
One molecule with the formula C19H26N4O4S2, computed with the ωB97M-V functional and the def2-TZVPD basis.

```
55
C19H26N4O4S2, DFT the ωB97M-V functional and the def2-TZVPD basis
C 7.322 1.589 -0.394
C 7.024 0.352 0.427
S 5.703 -0.664 -0.317
C 4.340 0.339 0.060
N 4.358 1.445 0.754
N 3.098 1.891 0.831
C 2.321 1.071 0.176
C 0.878 1.206 0.049
C 0.237 1.075 -1.182
C -1.141 1.157 -1.256
C -1.869 1.386 -0.105
S -3.650 1.383 -0.228
O -4.209 1.840 1.015
O -4.053 2.033 -1.439
N -3.884 -0.273 -0.453
C -4.980 -0.646 -1.328
C -6.309 -0.626 -0.569
O -6.250 -1.458 0.569
C -5.240 -1.030 1.458
C -3.867 -1.044 0.775
C -1.246 1.570 1.115
C 0.131 1.484 1.193
N 3.072 0.052 -0.364
C 2.637 -1.170 -0.977
C 2.168 -2.176 0.094
C 1.678 -3.490 -0.546
C 0.287 -3.688 0.061
C -0.109 -2.253 0.410
O 1.088 -1.640 0.839
H 8.154 2.128 0.053
H 7.586 1.322 -1.415
H 6.453 2.242 -0.406
H 7.884 -0.316 0.482
H 6.683 0.612 1.427
H 0.814 0.937 -2.085
H -1.668 1.058 -2.192
H -4.996 0.071 -2.148
H -4.778 -1.651 -1.711
H -7.120 -1.012 -1.188
H -6.531 0.409 -0.269
H -5.261 -1.725 2.299
H -5.451 -0.011 1.808
H -3.112 -0.610 1.431
H -3.585 -2.071 0.520
H -1.852 1.783 1.983
H 0.646 1.617 2.131
H 1.810 -0.960 -1.657
H 3.477 -1.593 -1.535
H 2.991 -2.338 0.800
H 2.349 -4.317 -0.326
H 1.613 -3.376 -1.628
H -0.412 -4.158 -0.626
H 0.350 -4.284 0.971
H -0.826 -2.179 1.228
H -0.519 -1.730 -0.467
```

Computed properties:
ΔE to the lowest compared entry with this formula, charge and spin: 198.3 kJ/mol
highest occupied orbital energy: -8.369 eV
energy: -2055.93524 hartree
LUMO energy: 0.26 eV
Kohn-Sham gap: 8.633 eV
2S+1: 1
net charge: 0
structure (SMILES): CCSc1nnc(-c2ccc(S(=O)(=O)N3CCOCC3)cc2)n1C[C@@H]1CCCO1

What are the Löwdin partial charges on each atom? They are as follows, in elementary charge units: C -0.17; C -0.52; S 0.95; C -0.63; N 0.02; N 0.09; C -0.26; C -0.15; C -0.02; C -0.05; C -0.27; S 0.68; O -0.28; O -0.28; N -0.23; C -0.17; C -0.18; O -0.13; C -0.19; C -0.17; C -0.04; C 0.01; N 0.00; C -0.09; C -0.29; C -0.11; C -0.14; C -0.19; O -0.09; H 0.07; H 0.07; H 0.06; H 0.07; H 0.07; H 0.12; H 0.12; H 0.11; H 0.13; H 0.13; H 0.13; H 0.13; H 0.12; H 0.11; H 0.13; H 0.12; H 0.12; H 0.12; H 0.11; H 0.15; H 0.12; H 0.11; H 0.11; H 0.12; H 0.12; H 0.12

***

Record 4
C3H5CoLiO3 as an isolated structure, computed with the ωB97M-V functional and the def2-TZVPD basis.

```
13
C3H5CoLiO3, DFT the ωB97M-V functional and the def2-TZVPD basis
O 1.009 -0.721 0.508
C 1.686 -0.046 -0.409
C -0.300 -1.209 0.152
O 2.216 1.057 -0.560
O -0.530 1.042 -0.051
C -1.214 -0.035 0.511
H -0.506 -2.099 0.756
H -0.354 -1.396 -0.930
H -1.296 0.047 1.608
H -2.186 -0.145 0.002
H 2.172 -0.815 -1.047
Co 0.810 2.195 0.592
Li -1.507 2.124 -1.131
```

Computed properties:
highest occupied orbital energy (spin up / spin down): -10.703 / -14.977 eV
energy: -1732.98981 hartree
LUMO energy (spin up / spin down): -4.31 / -4.85 eV
Kohn-Sham gap (spin up / spin down): 6.394 / 10.130 eV
⟨S²⟩: 6.00
2S+1: 5
net charge: +1

What are the Löwdin partial charges on each atom? They are as follows, in elementary charge units: O -0.03; C -0.32; C -0.10; O -0.01; O -0.58; C -0.27; H 0.15; H 0.14; H 0.14; H 0.13; H 0.18; Co 0.83; Li 0.75

***

Record 5
C20H24ClNOP2Yb as an isolated structure, computed with the ωB97M-V functional and the def2-TZVPD basis.

```
50
C20H24ClNOP2Yb, DFT the ωB97M-V functional and the def2-TZVPD basis
C 2.239 -3.088 -1.476
C 1.774 -2.014 -0.738
C 0.868 -1.056 -1.302
C 0.488 -1.249 -2.672
C 0.949 -2.394 -3.397
C 1.780 -3.322 -2.778
C -0.295 -0.251 -3.270
C -0.357 1.026 -2.694
C 0.028 1.159 -1.320
C 0.025 2.453 -0.736
C -0.447 3.552 -1.458
C -0.904 3.405 -2.771
C -0.797 2.171 -3.407
H 2.849 -3.826 -0.937
H 0.719 -2.475 -4.471
H 2.121 -4.237 -3.262
H -0.665 -0.379 -4.292
H -0.546 4.517 -0.947
H -1.318 4.286 -3.279
H -1.039 2.053 -4.470
N 0.269 -0.005 -0.625
Yb -1.511 -0.787 0.789
C 2.220 -1.908 0.699
H 2.722 -0.952 0.910
H 2.807 -2.777 1.061
C 0.418 2.677 0.698
H 1.414 2.253 0.909
H 0.374 3.745 0.980
P 0.705 -1.953 1.727
P -0.815 1.726 1.719
C -2.193 2.938 1.642
H -2.990 2.493 2.251
H -1.919 3.933 2.025
H -2.563 3.033 0.616
C -0.112 1.940 3.392
H -0.116 2.975 3.749
H -0.738 1.310 4.033
H 0.905 1.542 3.423
C 0.178 -3.692 1.410
H 1.015 -4.359 1.679
H -0.720 -3.913 2.010
H -0.082 -3.849 0.349
C 1.304 -1.887 3.428
H 0.392 -1.822 4.038
H 1.904 -2.783 3.619
H 1.872 -0.963 3.555
C -3.026 0.485 -0.826
O -3.998 1.169 -0.873
H -2.498 -0.050 -1.705
Cl -2.688 -0.852 2.995
```

Computed properties:
ΔE to the lowest compared entry with this formula, charge and spin: 0.0 kJ/mol
highest occupied orbital energy (spin up / spin down): -10.060 / -9.734 eV
energy: -3207.90213 hartree
LUMO energy (spin up / spin down): -4.74 / -4.75 eV
Kohn-Sham gap (spin up / spin down): 5.320 / 4.983 eV
⟨S²⟩: 0.76
2S+1: 2
net charge: +1

What are the Löwdin partial charges on each atom? They are as follows, in elementary charge units: C -0.02; C -0.24; C -0.19; C -0.14; C 0.00; C -0.05; C 0.08; C -0.17; C -0.21; C -0.24; C -0.01; C -0.04; C 0.00; H 0.13; H 0.13; H 0.12; H 0.15; H 0.13; H 0.12; H 0.13; N -0.04; Yb 1.00; C -0.28; H 0.10; H 0.10; C -0.28; H 0.10; H 0.10; P 0.74; P 0.77; C -0.25; H 0.05; H 0.06; H 0.03; C -0.26; H 0.06; H 0.02; H 0.03; C -0.25; H 0.06; H 0.05; H 0.05; C -0.24; H 0.04; H 0.06; H 0.05; C -0.33; O -0.03; H 0.02; Cl -0.20